# C2H6N2O2

A cluster of 2 separate species, C2H6N2O2 in total at a distorted geometry (the ωB97M-V functional and the def2-TZVPD basis, OMol25).

CARTESIAN COORDINATES (ANGSTROEM)
1 H -2.4873 1.4903 -0.9281
2 N -1.8225 0.7981 -0.9631
3 C -2.2438 -0.1926 -0.3830
4 O -3.4288 -0.5617 0.1986
5 N -4.5101 0.3594 0.0267
6 O -5.5848 -0.0875 0.3227
7 H -1.4853 -0.9196 -0.2247
8 C 1.3082 -0.1868 0.3914
9 H 2.0378 -0.0417 1.1599
10 H 1.0169 -1.2640 0.1554
11 H 1.8352 0.1631 -0.4547
12 H 0.4298 0.3363 0.5615

Values from the calculation:
HOMO energy in hartree: -0.402
Energy in eV: -9242.437
Energy relative to the best compared isomer or geometry (same formula, charge and spin) in eV: 4.881
M in g mol⁻¹: 90.08
Largest force on an atom in hartree/bohr: 0.0777
SMILES: [H]/N=C\ON=O.C

Calculated atomic charges, method Löwdin, unit e: 0.019, 0.160, -0.321, -0.026, 0.006, 0.074, 0.097, -0.039, 0.011, 0.052, 0.003, -0.036

# C2H6N2O2S

A cluster of 2 separate species, C2H6N2O2S in total at a distorted geometry (the ωB97M-V functional and the def2-TZVPD basis, OMol25).

CARTESIAN COORDINATES (ANGSTROEM)
1 C -1.2727 -1.4543 0.3570
2 C 1.0625 -0.9224 -0.1330
3 N 1.4175 1.3983 0.5167
4 N 1.1691 0.3609 -0.4650
5 O -3.4855 -0.1013 0.3004
6 O -1.3692 1.1850 0.2501
7 S -2.0688 -0.0715 0.0871
8 H -1.7536 -2.1733 -0.3461
9 H 1.3277 -1.6666 -0.8642
10 H 1.1534 -1.1836 0.8436
11 H 2.1855 2.0610 0.2255
12 H 0.5913 1.9531 0.6374
13 H 1.0430 0.6146 -1.4095

Values from the calculation:
HOMO energy in hartree: -0.300
Energy in eV: -20075.655
Energy relative to the best compared isomer or geometry (same formula, charge and spin) in eV: 6.431
M in g mol⁻¹: 122.15
Largest force on an atom in hartree/bohr: 0.0576

Calculated atomic charges, method Löwdin, unit e: -0.219, 0.015, 0.048, -0.116, -0.361, -0.388, 0.623, -0.010, 0.093, 0.039, 0.110, 0.040, 0.127

# C2H6N2O3

A cluster of 2 separate species, C2H6N2O3 in total at a distorted geometry (the ωB97M-V functional and the def2-TZVPD basis, OMol25).

CARTESIAN COORDINATES (ANGSTROEM)
1 C 2.4825 -0.0070 -0.8440
2 C 1.0675 0.1905 -0.2816
3 N 1.0768 1.3151 0.8577
4 N 14.3925 0.0133 -0.3466
5 O 14.7207 -1.1528 0.1304
6 O 14.5857 0.9663 0.4203
7 O 0.3680 -0.7957 0.1472
8 H 2.4028 -0.9691 -1.4105
9 H 3.2163 -0.3024 -0.0878
10 H 2.7975 0.8518 -1.3934
11 H 0.6251 0.8348 -1.1258
12 H 0.6398 0.8101 1.6585
13 H 0.7459 2.2239 0.6536

Values from the calculation:
HOMO energy in hartree: -0.048
Energy in eV: -11290.711
Energy relative to the best compared isomer or geometry (same formula, charge and spin) in eV: 0.000
M in g mol⁻¹: 106.08
Largest force on an atom in hartree/bohr: 0.0638
Charge: -2

Calculated atomic charges, method Löwdin, unit e: -0.126, -0.783, -0.031, -0.404, -0.328, -0.269, -0.277, 0.063, 0.047, 0.033, 0.079, 0.028, -0.031

# C2H6N2O3

A cluster of 2 separate species, C2H6N2O3 in total (the ωB97M-V functional and the def2-TZVPD basis, OMol25).

CARTESIAN COORDINATES (ANGSTROEM)
1 N -2.1123 1.3942 0.2457
2 C -1.1361 0.8913 -0.5694
3 O -0.2190 1.5394 -1.0074
4 O -1.2989 -0.4309 -0.8407
5 H -1.9895 2.3516 0.5280
6 H -2.5022 0.7640 0.9256
7 H -2.1846 -0.5654 -1.1915
8 N 1.6574 -0.3451 0.4173
9 C 2.0960 -1.6159 0.2387
10 O 1.7420 -2.3571 -0.6441
11 H 2.0667 0.1978 1.1536
12 H 1.0530 0.0989 -0.2656
13 H 2.8275 -1.9228 1.0097

Values from the calculation:
HOMO energy in hartree: -0.353
Energy in eV: -11294.825
Energy relative to the best compared isomer or geometry (same formula, charge and spin) in eV: 0.502
M in g mol⁻¹: 106.08
Largest force on an atom in hartree/bohr: 0.0092
SMILES: NC(=O)O.NC=O

Calculated atomic charges, method Löwdin, unit e: 0.169, -0.660, 0.085, 0.094, 0.110, 0.107, 0.120, 0.131, -0.434, 0.011, 0.090, 0.057, 0.120

# C2H6N2OS

An isolated molecule of C2H6N2OS at a distorted geometry (the ωB97M-V functional and the def2-TZVPD basis, OMol25).

CARTESIAN COORDINATES (ANGSTROEM)
1 N 1.9827 -1.1252 -0.0425
2 N 0.6843 -0.7399 -0.1152
3 C 0.3153 0.5442 -0.0601
4 O 1.0898 1.4471 0.1552
5 C -1.1748 0.8792 -0.2365
6 S -2.4050 -0.4681 -0.0148
7 H 2.4687 -0.5970 -0.7776
8 H 2.2653 -0.7827 0.8752
9 H -0.0262 -1.4343 -0.3321
10 H -1.4330 1.2472 -1.2360
11 H -1.4841 1.6698 0.4590
12 H -2.2832 -0.6404 1.3255

Values from the calculation:
HOMO energy in hartree: -0.347
Energy in eV: -18033.665
Energy relative to the best compared isomer or geometry (same formula, charge and spin) in eV: 1.140
M in g mol⁻¹: 106.15
Largest force on an atom in hartree/bohr: 0.0573
SMILES: NNC(=O)CS

Calculated atomic charges, method Löwdin, unit e: 0.037, -0.082, -0.573, 0.055, -0.442, 0.688, 0.100, 0.095, 0.100, 0.074, 0.078, -0.129

# C2H6N2OS

An isolated molecule of C2H6N2OS at a distorted geometry (the ωB97M-V functional and the def2-TZVPD basis, OMol25).

CARTESIAN COORDINATES (ANGSTROEM)
1 C -0.3514 1.2704 -0.1974
2 N -0.6620 -0.1426 -0.2050
3 S -2.2670 -0.5610 0.0241
4 C 0.2082 -1.1729 -0.2924
5 N 1.4763 -1.2260 -0.1263
6 O 1.9933 0.0155 0.2337
7 H -1.0858 1.7841 -0.7731
8 H -0.3255 1.6642 0.8144
9 H 0.6086 1.4645 -0.6268
10 H -2.2657 -0.7675 1.3561
11 H -0.2567 -2.1255 -0.5117
12 H 2.9276 -0.2031 0.3044

Values from the calculation:
HOMO energy in hartree: -0.314
Energy in eV: -18031.759
Energy relative to the best compared isomer or geometry (same formula, charge and spin) in eV: 3.046
M in g mol⁻¹: 106.15
Largest force on an atom in hartree/bohr: 0.0318
SMILES: CN(S)/C=N\O

Calculated atomic charges, method Löwdin, unit e: -0.126, -0.556, 0.821, -0.311, -0.011, -0.101, 0.063, 0.087, 0.071, -0.124, 0.099, 0.090

# C2H6N2OS

An isolated molecule of C2H6N2OS at a distorted geometry (the ωB97M-V functional and the def2-TZVPD basis, OMol25).

CARTESIAN COORDINATES (ANGSTROEM)
1 H -0.0601 -2.2009 0.8378
2 N 0.4854 -1.4397 1.0303
3 C 0.1995 -0.3948 0.2631
4 C -0.8764 -0.2242 -0.9833
5 O -0.7970 1.0938 -1.6603
6 N 0.6957 0.8799 0.3312
7 S 1.8842 1.0269 1.4508
8 H -1.7472 -0.2590 -0.2951
9 H -0.9804 -1.2027 -1.5330
10 H 0.0224 1.1478 -2.0708
11 H -0.0174 1.6775 0.3836
12 H 1.1914 -0.1046 2.2458

Values from the calculation:
HOMO energy in hartree: -0.318
Energy in eV: -18031.399
Energy relative to the best compared isomer or geometry (same formula, charge and spin) in eV: 3.406
M in g mol⁻¹: 106.15
Largest force on an atom in hartree/bohr: 0.1196
SMILES: [H]/N=C(\CO)NS

Calculated atomic charges, method Löwdin, unit e: 0.005, 0.084, -0.473, -0.127, -0.062, -0.509, 0.688, 0.111, 0.121, 0.043, 0.135, -0.017

# C2H6N2OS

An isolated molecule of C2H6N2OS at a distorted geometry (the ωB97M-V functional and the def2-TZVPD basis, OMol25).

CARTESIAN COORDINATES (ANGSTROEM)
1 H -2.2765 -1.5802 -0.0846
2 N -1.2159 -1.9078 0.0969
3 C -0.7431 -0.6193 -0.1104
4 C -1.3871 0.5404 0.4553
5 O -1.2770 1.8275 -0.2269
6 N 0.5398 -0.5595 -0.5536
7 S 1.9832 0.1148 0.2140
8 H -1.0341 0.6258 1.5890
9 H -2.5119 0.3441 0.6286
10 H -1.1754 1.6853 -1.3042
11 H 0.7617 -1.3965 -1.0395
12 H 2.2352 1.6091 -0.2707

Values from the calculation:
HOMO energy in hartree: -0.344
Energy in eV: -18030.787
Energy relative to the best compared isomer or geometry (same formula, charge and spin) in eV: 4.018
M in g mol⁻¹: 106.15
Largest force on an atom in hartree/bohr: 0.1326
SMILES: [H]/N=C(\CO)NS

Calculated atomic charges, method Löwdin, unit e: 0.074, 0.089, -0.558, -0.255, -0.141, -0.362, 0.653, 0.169, 0.134, 0.179, 0.053, -0.036

# C2H6N2S

A structure of composition C2H6N2S at a distorted geometry (the ωB97M-V functional and the def2-TZVPD basis, OMol25).

CARTESIAN COORDINATES (ANGSTROEM)
1 C -1.9639 0.1211 -0.1147
2 C 0.2362 0.0335 -0.0485
3 H -1.9448 0.2672 1.2878
4 H -3.1654 -0.5816 -0.5763
5 H -1.6495 1.1786 -0.8556
6 H 0.2879 1.1681 -0.0917
7 H 1.2347 -1.7650 -0.0173
8 H 3.4462 0.8417 0.8037
9 N -0.7816 -0.5897 -0.2872
10 N 1.3736 -0.6304 0.1632
11 S 2.9265 -0.0436 -0.2634

Values from the calculation:
HOMO energy in hartree: -0.322
Energy in eV: -15981.433
Energy relative to the best compared isomer or geometry (same formula, charge and spin) in eV: 5.366
M in g mol⁻¹: 90.15
Largest force on an atom in hartree/bohr: 0.0966

Calculated atomic charges, method Löwdin, unit e: -0.231, -0.489, 0.152, 0.157, 0.121, 0.136, 0.183, -0.089, -0.142, -0.451, 0.653

# C2H6N2S

An isolated molecule of C2H6N2S at a distorted geometry (the ωB97M-V functional and the def2-TZVPD basis, OMol25).

CARTESIAN COORDINATES (ANGSTROEM)
1 C 0.4977 -0.1146 -0.6468
2 C -0.1506 1.1792 -0.4509
3 N 0.2718 -0.8154 0.6882
4 N -0.7978 -1.5983 0.7972
5 S 0.7602 2.5538 0.1583
6 H -0.0001 -0.6983 -1.4165
7 H 1.5270 0.0719 -0.9457
8 H -1.1717 1.2856 -0.1987
9 H -1.4025 -1.3889 1.5641
10 H -1.2749 -2.1558 0.0321
11 H 1.7410 1.6807 0.4187

Values from the calculation:
HOMO energy (spin up / spin down) in hartree: -0.251 / -0.344
Energy in eV: -15982.197
Spin multiplicity: 3
Energy relative to the best compared isomer or geometry (same formula, charge and spin) in eV: 0.130
M in g mol⁻¹: 90.15
Largest force on an atom in hartree/bohr: 0.0449
<S²>: 2.009

Calculated atomic charges, method Löwdin, unit e: -0.317, -0.547, -0.084, -0.043, 0.732, 0.090, 0.089, 0.019, 0.076, 0.119, -0.133

# C2H6N3O

A structure of composition C2H6N3O at a distorted geometry (the ωB97M-V functional and the def2-TZVPD basis, OMol25).

CARTESIAN COORDINATES (ANGSTROEM)
1 C 2.5518 0.1792 0.8752
2 C -2.4566 -0.3499 -0.1436
3 N -1.5702 -0.2223 0.8215
4 N -1.7599 0.4185 -1.0041
5 N -0.8359 0.6652 0.0342
6 O 1.7975 0.0145 -0.0129
7 H 3.6658 0.2645 0.7924
8 H 2.3434 0.0683 1.9159
9 H -3.4581 -0.9185 -0.3621
10 H -1.3258 -0.6563 1.7323
11 H -1.9163 0.8762 -1.8883
12 H 0.2279 0.3061 0.0502

Values from the calculation:
HOMO energy in hartree: -0.534
Energy in eV: -8677.975
Energy relative to the best compared isomer or geometry (same formula, charge and spin) in eV: 5.242
M in g mol⁻¹: 88.09
Largest force on an atom in hartree/bohr: 0.0794
Charge: +1

Calculated atomic charges, method Löwdin, unit e: -0.069, -0.071, 0.077, 0.107, 0.038, 0.019, 0.117, 0.083, 0.192, 0.204, 0.176, 0.128

# C2H6N3O2

The ion C2H6N3O2 with charge -1 at a distorted geometry (the ωB97M-V functional and the def2-TZVPD basis, OMol25).

CARTESIAN COORDINATES (ANGSTROEM)
1 C -0.8983 -0.6189 -1.9728
2 C -0.7008 -0.5158 -0.4598
3 N 0.1307 0.5903 -0.1945
4 N 0.6782 0.6724 1.0083
5 O 0.5135 -0.2468 1.9386
6 N 1.4639 1.6787 1.2543
7 O 1.9185 1.5968 2.6055
8 H 0.1710 -0.4662 -2.3804
9 H -1.3784 -1.5835 -2.2781
10 H -1.5489 0.1573 -2.2909
11 H -0.0327 -1.5017 -0.1781
12 H -1.6964 -0.5435 0.1044
13 H 1.3797 0.7808 2.8434

Values from the calculation:
HOMO energy in hartree: -0.101
Energy in eV: -10732.798
Energy relative to the best compared isomer or geometry (same formula, charge and spin) in eV: 6.453
M in g mol⁻¹: 104.09
Largest force on an atom in hartree/bohr: 0.0706
SMILES: CC[N-][N+](=O)[N-]O
Charge: -1

Calculated atomic charges, method Löwdin, unit e: -0.164, -0.412, -0.062, -0.408, -0.170, -0.043, -0.167, 0.087, 0.059, 0.027, 0.127, 0.102, 0.022

- Look up the energy relative to the best compared isomer or geometry (same formula, charge and spin) of the fifth one.
  1.140 eV